# 1
{"formula": "C7H13NO2", "method": "ωB97M-V/def2-TZVPD", "smiles": "CC1(C)C(=O)N(O)C1(C)C", "spin_multiplicity": 1, "orbital_gap_ev": 9.71, "max_force_ha_per_bohr": 0.104, "relative_energy_kj_mol": 415.2, "species": ["C", "C", "C", "C", "C", "C", "C", "N", "O", "O", "H", "H", "H", "H", "H", "H", "H", "H", "H", "H", "H", "H", "H"], "positions_angstrom": [[-1.09250, -1.33190, -0.99573], [0.06866, -0.92211, -0.17663], [-0.42588, 0.53219, -0.24335], [0.06120, -1.54149, 1.24393], [1.34744, -1.23595, -1.03105], [0.36395, 1.51382, -1.07135], [-1.05082, 1.02018, 1.04956], [-1.55089, -0.02689, -1.10619], [-1.48190, -2.27299, -1.58622], [-2.68179, 0.61844, -1.54834], [0.63944, -0.84708, 1.81687], [0.57637, -2.58663, 1.33657], [-0.83654, -1.62192, 1.66901], [2.24934, -0.84357, -0.67101], [1.08410, -0.90753, -2.07876], [1.46453, -2.26034, -0.94780], [-0.05145, 1.56147, -2.07036], [1.55791, 1.19372, -1.15506], [0.33440, 2.57979, -0.66156], [-1.66724, 1.81860, 0.87844], [-0.21087, 1.53225, 1.73425], [-1.60692, 0.19398, 1.54218], [-3.52010, 0.49281, -1.03109]], "forces_ev_per_a": [[-1.7299, 1.8749, -1.5490], [1.8748, -0.9977, 0.3315], [-2.1258, 0.1712, -0.2921], [4.7524, -1.2607, -2.0523], [-2.7761, 1.3310, -0.5038], [3.3378, 1.2130, 0.6220], [3.5233, -0.4150, 1.9150], [0.6691, 0.0894, 1.8551], [-0.5030, -2.6286, -0.3246], [-0.5327, 0.2672, -0.6690], [0.4861, 0.1792, 0.7984], [-0.8699, 1.8960, -0.5667], [-3.6715, -0.3551, 1.4410], [1.1687, 1.1427, 0.4987], [0.8343, -0.5295, 1.0144], [0.1285, -2.2662, -0.4463], [0.1638, -0.0704, -0.2028], [-3.2187, 1.0223, 0.2367], [0.0795, -1.4420, -0.3797], [-1.9008, 1.9382, -0.7096], [-1.7183, -1.5604, -1.0672], [0.5077, 0.8881, -0.0766], [1.5210, -0.4879, 0.1267]]}


# 2
{"formula": "C7H13NO2S", "method": "ωB97M-V/def2-TZVPD", "spin_multiplicity": 1, "orbital_gap_ev": 7.49, "max_force_ha_per_bohr": 0.089, "relative_energy_kj_mol": 342.0, "species": ["C", "C", "C", "C", "C", "C", "C", "N", "O", "O", "S", "H", "H", "H", "H", "H", "H", "H", "H", "H", "H", "H", "H", "H"], "positions_angstrom": [[2.07840, 1.11799, -1.95873], [-1.43698, 0.90349, 1.73325], [-0.01321, 0.78820, 2.29797], [-1.25742, 0.69030, 0.20600], [0.70549, -0.16110, 1.33977], [-0.70212, -1.18267, -2.04021], [0.42840, -0.75299, -1.12415], [-0.28810, -0.47925, 0.21423], [1.21503, 1.48160, -2.63123], [2.98772, 0.94255, -1.26724], [1.55768, -2.19345, -0.83830], [-2.19835, 0.18681, 2.06989], [-1.97844, 1.90389, 1.87250], [0.46992, 1.67016, 2.47112], [0.08789, 0.38805, 3.26481], [-2.06778, 0.30638, -0.30035], [-0.82429, 1.63526, -0.16706], [1.44435, 0.40708, 0.68807], [1.09758, -1.08276, 1.95476], [-1.25988, -2.10312, -1.78299], [-0.31993, -1.14095, -2.95145], [-1.35991, -0.42289, -2.00140], [-0.99231, -1.13198, 0.52396], [2.62626, -1.77060, -1.57322]], "forces_ev_per_a": [[-0.6638, 0.2971, 0.4963], [-1.7966, 1.5476, -0.6393], [-1.5632, -2.1612, -0.7934], [2.7456, 1.0436, 2.2910], [0.8349, -0.1263, -0.5127], [0.7284, -1.5475, 3.8331], [-0.2257, -1.1852, 0.8752], [1.1021, 1.1951, 0.7028], [-0.3414, 0.5197, -1.1508], [0.9021, -0.4006, 0.3046], [-0.0240, 0.3478, -0.3326], [0.6228, -0.1867, 0.4376], [1.0765, -1.1774, 0.0499], [1.1879, 2.8040, -0.5531], [-0.7386, -0.9438, 1.4137], [-2.0343, 0.0099, -1.1099], [-0.0200, -0.8804, -0.5982], [-0.1420, -1.1669, 1.3361], [-0.5968, 1.6686, -2.0444], [0.4413, -0.0820, -0.2207], [1.4154, -0.6165, -4.3129], [-2.6599, 2.6831, -0.1728], [0.2301, -1.6338, 0.2017], [-0.4808, -0.0079, 0.4985]]}


# 3
{"formula": "C7H13NS", "method": "ωB97M-V/def2-TZVPD", "smiles": "CC1(C)NC(=S)C1(C)C", "spin_multiplicity": 1, "orbital_gap_ev": 8.78, "max_force_ha_per_bohr": 0.102, "relative_energy_kj_mol": 241.1, "species": ["C", "C", "C", "C", "C", "C", "C", "N", "S", "H", "H", "H", "H", "H", "H", "H", "H", "H", "H", "H", "H", "H"], "positions_angstrom": [[-0.09817, -0.60680, 2.00465], [0.76369, -0.17515, 0.84296], [-0.91963, -0.13239, 0.03342], [1.48667, 1.13764, 1.04340], [1.53121, -1.27644, 0.07993], [-1.29213, -1.10204, -1.00149], [-1.24460, 1.28260, -0.40328], [-1.26677, -0.42357, 1.40754], [0.46688, -1.12927, 3.38854], [0.76396, 1.72645, 1.52441], [1.83268, 1.63113, 0.18628], [2.43473, 0.90540, 1.49969], [1.92259, -0.92396, -0.86299], [1.00889, -2.18675, -0.21413], [2.46255, -1.50501, 0.50184], [-1.03546, -0.82915, -1.94043], [-2.34919, -1.08298, -1.07960], [-0.87896, -2.01428, -0.95562], [-1.16935, 2.15242, 0.20476], [-2.24021, 1.36751, -0.58642], [-0.75527, 1.54086, -1.25766], [-2.04657, -0.24726, 2.02521]], "forces_ev_per_a": [[1.5422, 0.4277, -1.9668], [-1.9446, -1.9421, -3.9490], [3.6149, 3.1495, 2.1635], [-0.2357, -2.0022, -0.2814], [-0.2781, 0.8374, -0.4167], [-1.4906, 1.6680, 1.3332], [0.3202, -0.8326, 1.7299], [-1.0837, -0.5014, 1.6163], [0.0718, -0.5612, 2.1862], [-0.1281, 1.3751, 1.3101], [-0.1316, 0.5314, -1.8664], [0.0173, 0.1549, 1.3050], [-0.3973, 0.8144, -0.6772], [-0.2009, 0.0638, 0.7280], [1.1836, -0.7922, 1.4797], [1.2628, 1.6885, -2.9893], [-1.3475, -0.6624, 0.2514], [0.9491, -3.5845, 0.9986], [1.0076, 0.2009, 1.5522], [-3.3709, -0.2109, -1.1339], [1.4758, 0.4159, -2.6467], [-0.8362, -0.2381, -0.7267]]}